[1]
184
Properties=species:S:1:pos:R:3:lowdin_charge:R:1 method="wB97M-V/def2-TZVPD" e_lumo_ha=0.0105 gap_ev=9.191 smiles="CCOC(=O)C(F)(F)F.C[C@H]1COC(=O)O1.C[C@H]1COC(=O)O1.C[C@H]1COC(=O)O1.C[C@H]1COC(=O)O1.C[C@H]1COC(=O)O1.C[C@H]1COC(=O)O1.COCCOCCOC.COCCOCCOC.COCCOCCOC.COCCOCCOC" homo_ev=-8.90 total_charge=0
C -0.900 -3.404 2.552 -0.049
C -1.113 -2.957 1.135 -0.178
O -2.427 -3.359 0.702 0.003
C -3.067 -2.719 -0.320 -0.357
O -2.930 -1.598 -0.693 0.176
C -4.019 -3.654 -1.089 -0.539
F -5.244 -3.660 -0.553 0.172
F -4.073 -3.251 -2.372 0.152
F -3.617 -4.925 -1.114 0.153
H -0.902 -4.467 2.805 0.082
H -1.685 -2.954 3.162 0.066
H 0.074 -3.093 2.927 0.065
H -0.441 -3.459 0.436 0.110
H -1.107 -1.870 1.030 0.120
C 4.773 -0.772 -6.025 0.000
C 3.983 -1.520 -4.941 -0.303
C 3.474 -2.960 -5.220 -0.059
O 4.200 -3.719 -4.249 0.067
C 4.867 -2.938 -3.387 -0.588
O 5.426 -3.322 -2.407 0.162
O 4.885 -1.684 -3.852 0.064
H 4.174 -0.769 -6.939 0.087
H 5.737 -1.232 -6.230 0.094
H 4.868 0.246 -5.652 0.059
H 3.205 -0.877 -4.522 0.125
H 3.634 -3.300 -6.239 0.135
H 2.406 -2.923 -5.008 0.124
C -5.945 3.647 6.834 -0.030
C -4.980 2.765 6.107 -0.292
C -5.574 1.879 4.974 -0.105
O -4.827 2.215 3.829 0.037
C -3.845 3.063 4.152 -0.534
O -2.857 3.225 3.506 0.180
O -4.155 3.635 5.331 0.083
H -6.230 4.585 6.363 0.097
H -5.491 4.067 7.741 0.086
H -6.746 3.040 7.261 0.093
H -4.416 2.093 6.758 0.157
H -6.595 2.128 4.670 0.143
H -5.553 0.838 5.298 0.120
C 3.673 2.080 4.088 -0.027
C 3.175 0.762 3.463 -0.265
C 3.181 -0.343 4.554 -0.098
O 1.868 -0.814 4.570 0.093
C 1.105 -0.210 3.676 -0.553
O -0.031 -0.497 3.442 0.148
O 1.794 0.803 3.099 0.081
H 4.755 1.892 4.107 0.090
H 3.354 2.364 5.090 0.070
H 3.605 3.019 3.535 0.078
H 3.796 0.633 2.579 0.149
H 3.381 0.123 5.523 0.124
H 4.009 -1.045 4.461 0.132
C 0.409 1.396 -5.709 -0.011
C -0.161 0.150 -6.344 -0.316
C -1.278 0.250 -7.364 -0.082
O -0.750 -0.443 -8.485 0.074
C 0.369 -1.114 -8.145 -0.567
O 0.820 -2.062 -8.712 0.160
O 0.861 -0.604 -7.006 0.065
H 0.570 2.174 -6.463 0.090
H 1.330 1.146 -5.186 0.075
H -0.233 1.935 -5.011 0.089
H -0.382 -0.550 -5.530 0.154
H -1.532 1.276 -7.631 0.135
H -2.191 -0.199 -6.972 0.135
C 4.218 -7.464 2.622 -0.020
C 3.032 -6.505 2.466 -0.306
C 2.365 -5.994 3.744 -0.078
O 2.117 -4.621 3.443 0.044
C 2.995 -4.205 2.483 -0.536
O 3.387 -3.090 2.328 0.155
O 3.569 -5.290 1.929 0.073
H 5.016 -7.460 1.886 0.089
H 3.728 -8.424 2.797 0.087
H 4.772 -7.168 3.520 0.081
H 2.406 -6.951 1.690 0.149
H 2.950 -6.231 4.629 0.135
H 1.383 -6.467 3.709 0.134
C -1.078 -7.885 -2.872 -0.010
C -0.006 -6.809 -2.997 -0.303
C -0.549 -5.431 -3.363 -0.074
O 0.357 -4.602 -2.619 0.017
C 0.934 -5.306 -1.561 -0.544
O 1.679 -4.838 -0.772 0.178
O 0.513 -6.553 -1.692 0.075
H -0.557 -8.809 -2.625 0.087
H -1.579 -8.031 -3.830 0.090
H -1.801 -7.573 -2.123 0.089
H 0.911 -7.151 -3.483 0.165
H -1.524 -5.209 -2.925 0.125
H -0.519 -5.201 -4.425 0.137
C 8.189 1.890 -6.297 -0.124
O 7.866 2.601 -7.461 -0.178
C 6.506 2.710 -7.867 -0.163
C 5.515 3.339 -6.823 -0.176
O 5.617 2.724 -5.554 -0.201
C 4.683 3.192 -4.596 -0.154
C 4.701 2.200 -3.426 -0.165
O 4.147 2.823 -2.279 -0.194
C 4.631 2.437 -1.022 -0.115
H 7.881 2.500 -5.448 0.080
H 9.262 1.702 -6.208 0.086
H 7.830 0.863 -6.150 0.085
H 6.186 1.667 -7.978 0.115
H 6.521 3.275 -8.793 0.124
H 4.495 3.159 -7.170 0.124
H 5.860 4.378 -6.836 0.128
H 3.693 3.212 -5.067 0.121
H 4.991 4.222 -4.390 0.135
H 5.650 1.768 -3.103 0.132
H 4.049 1.357 -3.690 0.098
H 5.251 1.540 -0.932 0.094
H 3.874 2.260 -0.251 0.079
H 5.197 3.290 -0.631 0.088
C 1.982 -1.869 -0.576 -0.062
O 1.878 -0.432 -0.482 -0.190
C 1.668 0.177 -1.748 -0.191
C 1.040 1.545 -1.546 -0.159
O -0.277 1.622 -2.073 -0.152
C -1.338 1.068 -1.351 -0.211
C -2.134 2.057 -0.510 -0.159
O -1.356 2.721 0.492 -0.192
C -1.043 1.800 1.523 -0.118
H 2.418 -2.137 0.382 0.074
H 2.664 -2.160 -1.379 0.086
H 0.996 -2.297 -0.746 0.062
H 0.904 -0.386 -2.303 0.126
H 2.599 0.139 -2.324 0.105
H 1.608 2.334 -2.043 0.116
H 0.978 1.889 -0.510 0.121
H -0.968 0.163 -0.855 0.110
H -2.042 0.672 -2.093 0.123
H -2.952 1.605 0.058 0.108
H -2.549 2.772 -1.222 0.125
H -1.888 1.171 1.815 0.080
H -0.701 2.312 2.422 0.068
H -0.190 1.163 1.268 0.071
C -10.956 -0.785 5.392 -0.137
O -9.783 -0.398 4.761 -0.178
C -8.845 -1.402 4.406 -0.191
C -7.723 -0.828 3.614 -0.204
O -8.039 -0.366 2.319 -0.120
C -7.075 -0.122 1.304 -0.146
C -5.608 -0.017 1.726 -0.193
O -5.154 -1.348 1.941 -0.203
C -4.060 -1.383 2.868 -0.069
H -11.520 -1.508 4.785 0.088
H -11.587 0.100 5.462 0.088
H -10.843 -1.244 6.382 0.085
H -9.260 -2.245 3.843 0.135
H -8.453 -1.772 5.360 0.130
H -7.000 -1.652 3.497 0.127
H -7.071 -0.108 4.117 0.094
H -7.455 0.771 0.810 0.126
H -7.140 -0.999 0.654 0.125
H -5.418 0.711 2.528 0.097
H -4.956 0.407 0.949 0.121
H -3.945 -2.428 3.145 0.090
H -4.281 -0.799 3.765 0.082
H -3.200 -0.930 2.366 0.085
C 2.471 4.902 6.453 -0.126
O 1.775 4.321 5.363 -0.214
C 1.496 5.372 4.416 -0.179
C 0.304 4.919 3.574 -0.195
O -0.191 6.023 2.861 -0.127
C -1.478 5.820 2.270 -0.186
C -1.635 6.971 1.279 -0.190
O -0.613 6.926 0.310 -0.195
C -0.458 5.725 -0.435 -0.087
H 1.863 5.703 6.886 0.085
H 3.332 5.472 6.071 0.086
H 2.842 4.206 7.200 0.084
H 2.401 5.270 3.803 0.121
H 1.364 6.401 4.748 0.129
H -0.437 4.521 4.280 0.126
H 0.593 4.046 2.978 0.121
H -2.276 5.829 3.018 0.121
H -1.436 4.831 1.807 0.096
H -1.694 7.880 1.874 0.125
H -2.572 6.834 0.723 0.121
H -1.491 5.397 -0.592 0.087
H 0.259 5.011 -0.037 0.089
H -0.122 6.032 -1.427 0.085


[2]
228
Properties=species:S:1:pos:R:3:lowdin_charge:R:1 method="wB97M-V/def2-TZVPD" e_lumo_ha=-0.2497 gap_ev=6.104 homo_ev=-12.90 total_charge=+3
C -0.334 22.490 -9.666 -0.646
F 0.283 21.721 -8.763 0.115
F -1.562 22.803 -9.207 0.121
F 0.387 23.577 -9.705 0.163
S -0.360 21.533 -11.346 0.491
O -1.003 22.375 -12.325 -0.349
O 1.051 21.263 -11.784 -0.348
O -1.123 20.316 -11.083 -0.368
C 2.728 26.292 -11.169 -0.023
C 3.026 25.179 -12.199 -0.140
N 2.043 25.176 -13.329 -0.015
C 0.963 24.357 -13.524 -0.030
C 0.213 24.748 -14.625 -0.026
N 0.993 25.694 -15.269 -0.070
C 2.096 25.933 -14.413 0.026
C 0.770 26.222 -16.607 0.017
H 1.676 26.327 -10.885 0.078
H 2.957 27.207 -11.717 0.075
H 3.466 26.456 -10.384 0.095
H 2.921 24.226 -11.682 0.080
H 4.034 25.056 -12.595 0.119
H 0.909 23.489 -12.884 0.093
H -0.765 24.424 -14.949 0.110
H 2.882 26.594 -14.746 0.169
H 0.115 27.093 -16.597 0.104
H 0.260 25.434 -17.161 0.101
H 1.706 26.557 -17.056 0.104
C -1.807 19.741 -7.403 0.001
C -3.343 19.424 -7.045 -0.142
N -3.529 18.648 -5.832 -0.067
C -3.629 19.119 -4.547 0.037
C -3.811 17.993 -3.689 0.071
N -3.815 16.809 -4.545 -0.072
C -3.692 17.257 -5.842 0.012
C -4.018 15.402 -4.114 0.029
H -1.193 18.844 -7.475 0.052
H -1.424 20.349 -6.583 0.068
H -1.628 20.287 -8.330 0.046
H -3.904 18.932 -7.839 0.090
H -3.954 20.318 -6.916 0.121
H -3.512 20.178 -4.368 0.140
H -3.814 17.827 -2.621 0.128
H -3.822 16.712 -6.765 0.138
H -5.077 15.275 -3.889 0.102
H -3.450 15.119 -3.228 0.110
H -3.804 14.837 -5.021 0.086
C 0.883 21.338 -15.670 -0.052
C 2.433 21.583 -15.536 -0.163
N 2.872 20.878 -14.420 -0.095
C 3.670 21.442 -13.507 0.021
C 3.898 20.361 -12.595 0.045
N 3.289 19.162 -13.064 -0.092
C 2.641 19.495 -14.196 0.019
C 2.995 18.003 -12.284 0.019
H 0.128 21.578 -14.921 0.065
H 0.761 20.313 -16.021 0.052
H 0.481 21.977 -16.456 0.072
H 2.736 22.629 -15.503 0.124
H 2.940 21.199 -16.421 0.138
H 3.979 22.457 -13.708 0.136
H 4.370 20.489 -11.632 0.092
H 2.121 18.792 -14.830 0.151
H 2.193 17.526 -12.847 0.099
H 2.800 18.451 -11.310 0.114
H 3.897 17.391 -12.305 0.113
C -5.493 21.774 -10.387 -0.049
C -6.443 20.634 -10.622 -0.185
N -7.472 20.909 -11.625 -0.048
C -7.217 21.449 -12.865 0.003
C -8.431 21.624 -13.518 0.021
N -9.467 21.316 -12.652 -0.077
C -8.827 20.871 -11.509 0.019
C -10.899 21.497 -12.801 0.028
H -4.631 21.643 -11.041 0.089
H -5.319 21.727 -9.312 0.081
H -6.001 22.719 -10.580 0.094
H -7.002 20.415 -9.712 0.123
H -5.918 19.694 -10.795 0.116
H -6.190 21.516 -13.195 0.121
H -8.563 21.971 -14.532 0.138
H -9.299 20.690 -10.555 0.162
H -11.310 20.698 -13.418 0.114
H -11.020 22.506 -13.197 0.115
H -11.328 21.547 -11.800 0.106
C 2.925 24.962 -7.012 -0.045
C 3.492 24.598 -5.663 -0.185
N 3.223 25.519 -4.580 -0.022
C 1.876 25.781 -4.073 0.060
C 2.008 26.789 -3.052 0.024
N 3.311 27.286 -3.063 -0.108
C 4.014 26.502 -3.963 0.045
C 3.778 28.446 -2.370 -0.009
H 1.889 25.298 -6.984 0.083
H 2.930 24.089 -7.665 0.053
H 3.529 25.691 -7.553 0.087
H 4.555 24.355 -5.643 0.132
H 3.096 23.682 -5.225 0.121
H 1.006 25.302 -4.495 0.098
H 1.190 27.276 -2.541 0.134
H 5.054 26.649 -4.214 0.158
H 3.897 29.344 -2.977 0.113
H 4.727 28.228 -1.881 0.104
H 3.169 28.577 -1.476 0.107
C -4.580 14.158 -11.746 0.036
C -3.283 14.924 -11.579 -0.374
O -2.682 15.216 -12.560 0.155
N -3.067 15.626 -10.233 0.125
H -3.970 15.549 -9.788 0.151
H -2.224 15.271 -9.806 0.035
C -2.849 17.176 -10.520 0.056
H -5.237 14.181 -10.877 0.092
H -4.349 13.092 -11.761 0.111
H -4.911 14.378 -12.761 0.108
H -3.681 17.664 -11.028 0.089
H -1.915 17.441 -11.016 0.084
H -2.966 17.549 -9.503 0.077
C -2.394 18.740 -13.802 0.038
C -3.198 19.375 -14.827 -0.345
O -3.975 20.301 -14.613 0.162
N -3.042 18.873 -16.260 0.086
H -2.129 18.441 -16.275 0.163
H -3.768 18.172 -16.302 0.190
C -3.123 19.796 -17.383 0.016
H -2.797 17.974 -13.140 0.078
H -2.141 19.578 -13.153 0.090
H -1.499 18.379 -14.310 0.102
H -2.343 20.550 -17.277 0.115
H -4.092 20.291 -17.443 0.108
H -2.993 19.267 -18.327 0.122
C -3.940 24.940 -8.492 -0.088
C -4.160 25.975 -9.608 -0.184
C -3.200 25.658 -10.858 -0.075
N -3.230 26.577 -12.106 -0.198
C -2.107 26.204 -13.154 0.042
C -2.919 28.060 -11.784 -0.088
C -4.378 28.711 -11.683 -0.107
C -5.116 28.029 -12.906 -0.120
C -4.659 26.560 -12.753 -0.074
H -4.504 24.028 -8.690 0.053
H -4.430 25.352 -7.610 0.088
H -2.858 24.892 -8.370 0.075
H -4.127 27.008 -9.262 0.111
H -5.170 25.675 -9.888 0.086
H -3.202 24.634 -11.232 0.124
H -2.165 25.814 -10.555 0.109
H -2.391 25.285 -13.668 0.074
H -1.136 26.255 -12.661 0.098
H -2.141 27.000 -13.898 0.107
H -2.507 28.695 -12.569 0.123
H -2.328 28.203 -10.879 0.100
H -4.367 29.801 -11.666 0.118
H -4.854 28.458 -10.735 0.092
H -4.964 28.486 -13.884 0.114
H -6.202 28.106 -12.858 0.111
H -4.551 26.040 -13.706 0.091
H -5.235 25.980 -12.032 0.112
C 7.816 16.613 -4.856 -0.085
C 6.270 16.797 -4.831 -0.221
C 5.662 17.476 -6.135 -0.091
N 4.141 17.415 -6.126 -0.220
C 3.726 15.984 -6.714 0.082
C 3.502 18.501 -7.006 -0.093
C 2.103 18.832 -6.452 -0.116
C 2.106 18.282 -5.006 -0.126
C 3.544 17.857 -4.777 -0.095
H 8.187 17.603 -4.591 0.081
H 8.093 16.249 -5.845 0.073
H 8.215 15.842 -4.196 0.082
H 6.193 17.426 -3.944 0.097
H 5.851 15.869 -4.443 0.103
H 5.960 16.990 -7.064 0.127
H 6.043 18.481 -6.316 0.137
H 4.299 15.199 -6.220 0.103
H 3.981 16.065 -7.771 0.094
H 2.657 15.790 -6.619 0.089
H 3.563 18.133 -8.030 0.116
H 4.155 19.374 -7.017 0.125
H 1.232 18.472 -7.000 0.082
H 1.935 19.908 -6.408 0.117
H 1.401 17.460 -4.883 0.108
H 1.858 19.012 -4.235 0.120
H 3.767 17.003 -4.137 0.129
H 4.154 18.692 -4.431 0.142
N 4.995 22.910 -11.129 -0.296
S 4.785 22.473 -9.676 0.460
O 5.323 23.399 -8.684 -0.295
O 4.826 21.032 -9.405 -0.313
F 3.237 22.849 -9.655 -0.203
S 6.609 23.329 -11.075 0.638
O 7.556 22.586 -10.265 -0.270
O 7.011 24.727 -11.536 -0.314
F 6.938 22.621 -12.492 -0.239
N -0.863 15.069 -9.030 -0.294
S -0.592 15.050 -7.614 0.399
O -0.548 16.306 -6.845 -0.299
O 0.080 13.907 -7.079 -0.218
F -2.128 14.574 -7.211 -0.247
S 0.741 15.483 -9.471 0.678
O 1.500 14.266 -9.877 -0.238
O 1.444 16.604 -8.874 -0.267
F 0.241 16.284 -10.819 -0.220
N -1.536 23.830 -3.583 -0.218
S -2.415 24.094 -4.785 0.369
O -2.943 23.045 -5.601 -0.312
O -2.332 25.503 -5.196 -0.286
F -3.715 24.295 -3.942 -0.204
S -0.466 22.844 -4.445 0.553
O 0.060 23.240 -5.758 -0.306
O -0.500 21.416 -4.158 -0.312
F 0.667 23.355 -3.439 -0.228
N -0.184 29.965 -9.122 -0.227
S 0.194 28.545 -8.649 0.367
O 1.592 28.232 -8.600 -0.296
O -0.823 27.532 -8.893 -0.326
F -0.067 28.694 -7.112 -0.182
S 0.646 29.756 -10.628 0.585
O -0.056 28.879 -11.557 -0.333
O 2.043 30.045 -10.769 -0.265
F 0.170 31.219 -11.203 -0.233
N -5.079 24.828 -16.900 -0.208
S -3.912 24.092 -17.364 0.366
O -4.031 22.893 -18.149 -0.293
O -2.704 24.203 -16.536 -0.347
F -3.513 25.102 -18.585 -0.204
S -5.390 23.719 -15.562 0.604
O -4.431 23.672 -14.502 -0.298
O -6.187 22.563 -15.805 -0.279
F -6.529 24.768 -14.898 -0.242